{"formula": "C41H64AsOsP2S4Si", "method": "wB97M-V/def2-TZVPD", "e_lumo_ev": [2.03, 0.65], "spin_multiplicity": 5, "e_above_lowest_kcal_mol": 44.6, "homo_lumo_gap_ev": [5.627, 4.186], "s_squared": 6.02, "homo_energy_ha": [-0.13228, -0.12988], "total_charge": -1, "symbols": ["Os", "C", "Si", "C", "C", "C", "C", "C", "C", "P", "C", "C", "C", "C", "C", "C", "C", "C", "C", "C", "C", "C", "C", "C", "C", "C", "C", "C", "P", "C", "C", "C", "C", "C", "C", "C", "C", "C", "C", "C", "C", "H", "H", "H", "H", "H", "H", "H", "H", "H", "H", "H", "H", "H", "H", "H", "H", "H", "H", "H", "H", "H", "H", "H", "H", "H", "H", "H", "H", "H", "H", "H", "H", "H", "H", "H", "H", "H", "H", "H", "H", "H", "H", "H", "H", "H", "H", "H", "H", "H", "H", "H", "H", "H", "H", "H", "S", "As", "S", "S", "S", "C", "C", "C", "C", "H", "H", "H", "H", "H", "H", "H", "H", "H"], "coordinates": [[1.732, 0.930, 1.111], [4.281, 0.373, -1.547], [2.418, 0.398, -1.203], [1.806, -1.405, -1.605], [1.727, -1.885, -2.934], [1.181, -3.100, -3.191], [0.631, -3.894, -2.129], [0.718, -3.435, -0.826], [1.244, -2.170, -0.592], [1.229, -1.360, 1.101], [-0.602, -1.706, 1.506], [-1.382, -0.695, 2.365], [-2.920, -1.010, 2.413], [-3.316, -2.061, 1.372], [-2.434, -3.361, 1.444], [-1.045, -3.069, 1.988], [2.223, -2.517, 2.141], [3.005, -1.842, 3.261], [4.395, -2.417, 3.440], [5.276, -2.344, 2.208], [4.413, -2.531, 0.944], [3.214, -3.361, 1.311], [1.652, 1.421, -2.629], [2.575, 1.968, -3.543], [2.105, 2.791, -4.545], [0.734, 3.054, -4.650], [-0.164, 2.443, -3.810], [0.259, 1.580, -2.782], [-0.832, 1.013, -1.444], [-2.202, -0.035, -2.252], [-2.924, 0.476, -3.509], [-3.957, -0.501, -4.098], [-3.306, -1.819, -4.359], [-2.693, -2.405, -3.076], [-1.638, -1.443, -2.481], [-1.647, 2.629, -0.851], [-2.826, 3.232, -1.671], [-4.143, 2.742, -1.078], [-4.342, 3.284, 0.384], [-3.018, 3.520, 1.077], [-2.025, 2.470, 0.622], [4.507, 0.030, -2.573], [4.780, -0.345, -0.854], [4.748, 1.311, -1.468], [2.075, -1.178, -3.696], [1.022, -3.405, -4.184], [0.140, -4.846, -2.335], [0.275, -4.057, -0.012], [-0.993, -1.544, 0.494], [-1.203, 0.323, 2.058], [-1.031, -0.739, 3.397], [-3.522, -0.112, 2.234], [-3.175, -1.438, 3.414], [-3.237, -1.625, 0.385], [-4.360, -2.330, 1.495], [-2.383, -3.801, 0.438], [-2.897, -4.100, 2.069], [-0.422, -3.880, 1.616], [-1.007, -3.047, 3.102], [1.533, -3.255, 2.570], [2.488, -1.953, 4.221], [3.089, -0.754, 3.104], [4.394, -3.451, 3.754], [4.953, -1.908, 4.264], [6.027, -3.128, 2.237], [5.806, -1.400, 2.177], [4.956, -2.893, 0.098], [4.086, -1.552, 0.671], [3.585, -4.151, 1.996], [2.761, -3.886, 0.476], [3.658, 1.801, -3.426], [2.782, 3.221, -5.263], [0.426, 3.755, -5.403], [-1.218, 2.696, -3.847], [-2.905, -0.079, -1.405], [-2.147, 0.649, -4.270], [-3.505, 1.399, -3.287], [-4.399, -0.146, -5.013], [-4.762, -0.610, -3.382], [-2.509, -1.780, -5.107], [-4.012, -2.552, -4.767], [-2.143, -3.382, -3.264], [-3.461, -2.545, -2.344], [-0.805, -1.377, -3.175], [-1.290, -1.838, -1.557], [-0.861, 3.345, -0.867], [-2.727, 3.007, -2.752], [-2.824, 4.330, -1.609], [-4.065, 1.645, -0.960], [-5.025, 2.927, -1.690], [-4.983, 2.536, 0.955], [-4.972, 4.210, 0.366], [-3.197, 3.462, 2.157], [-2.644, 4.555, 0.809], [-2.512, 1.507, 0.826], [-1.125, 2.556, 1.241], [4.640, 5.049, 2.037], [4.024, 3.350, 0.912], [1.919, 3.229, 0.429], [4.193, 1.255, 1.664], [5.114, 3.830, -0.853], [-0.500, 1.845, 5.026], [0.161, 2.148, 3.697], [0.823, 3.555, 3.782], [1.132, 1.014, 3.258], [-1.212, 2.663, 5.345], [0.216, 1.740, 5.856], [-1.016, 0.909, 5.023], [-0.592, 2.232, 2.926], [1.630, 3.558, 4.516], [0.140, 4.354, 4.129], [1.235, 3.908, 2.842], [0.802, 0.044, 3.681], [2.119, 1.177, 3.728]]}


{"formula": "C41H67BrGeMoN2OS2SeSi", "method": "wB97M-V/def2-TZVPD", "e_lumo_ev": [-7.15, -6.43], "spin_multiplicity": 3, "e_above_lowest_kcal_mol": 7.9, "homo_lumo_gap_ev": [5.907, 7.017], "s_squared": 2.07, "homo_energy_ha": [-0.47975, -0.49400], "total_charge": 2, "symbols": ["Mo", "C", "N", "C", "C", "N", "C", "C", "C", "C", "C", "C", "C", "S", "C", "C", "C", "C", "C", "C", "S", "H", "H", "H", "H", "H", "H", "H", "H", "H", "H", "H", "H", "H", "H", "H", "H", "H", "H", "C", "Ge", "C", "C", "C", "Se", "C", "H", "H", "H", "H", "H", "H", "H", "H", "H", "H", "H", "H", "H", "H", "C", "C", "C", "C", "Si", "Br", "C", "C", "C", "C", "C", "C", "C", "C", "H", "H", "H", "H", "H", "H", "H", "H", "H", "H", "H", "H", "H", "H", "H", "H", "H", "H", "H", "H", "H", "H", "H", "H", "H", "H", "H", "C", "C", "O", "C", "C", "C", "C", "C", "C", "H", "H", "H", "H", "H", "H", "H", "H"], "coordinates": [[-0.061, 0.031, 0.001], [-0.160, -3.133, 0.274], [0.603, -2.099, -0.500], [2.047, -2.235, -0.165], [2.277, -1.712, 1.223], [1.748, -0.315, 1.359], [1.386, -0.132, 2.798], [2.813, 0.614, 0.923], [3.801, 1.009, 1.818], [4.861, 1.785, 1.377], [4.945, 2.145, 0.037], [3.954, 1.760, -0.847], [2.866, 1.003, -0.411], [1.559, 0.669, -1.565], [0.360, -2.380, -1.924], [1.154, -3.221, -2.682], [0.775, -3.504, -3.989], [-0.393, -2.971, -4.515], [-1.187, -2.131, -3.749], [-0.791, -1.823, -2.456], [-1.708, -0.720, -1.434], [0.273, -4.113, 0.062], [-1.199, -3.114, -0.046], [-0.103, -2.925, 1.340], [2.626, -1.685, -0.907], [2.336, -3.288, -0.204], [3.346, -1.705, 1.452], [1.784, -2.327, 1.975], [2.169, -0.548, 3.433], [0.454, -0.661, 2.989], [1.254, 0.923, 3.023], [3.764, 0.709, 2.854], [5.626, 2.094, 2.075], [5.780, 2.732, -0.317], [3.999, 2.064, -1.885], [2.055, -3.663, -2.285], [1.395, -4.152, -4.591], [-0.685, -3.208, -5.528], [-2.094, -1.705, -4.155], [-5.179, -1.810, 3.984], [-3.507, -2.772, 4.212], [-3.210, -3.213, 6.074], [-3.468, -4.329, 3.054], [-1.959, -1.663, 3.654], [-2.138, -1.026, 1.820], [-3.171, 0.580, 2.161], [-5.975, -2.418, 4.413], [-5.417, -1.653, 2.932], [-5.179, -0.853, 4.505], [-4.029, -3.836, 6.432], [-3.178, -2.311, 6.684], [-2.280, -3.763, 6.212], [-4.391, -4.896, 3.165], [-2.637, -4.988, 3.302], [-3.386, -4.027, 2.009], [-1.078, -2.312, 3.665], [-1.754, -0.808, 4.300], [-4.137, 0.292, 2.565], [-3.307, 1.103, 1.215], [-2.629, 1.203, 2.866], [-0.162, 3.574, -4.615], [-1.568, 2.967, -4.533], [-2.281, 3.253, -5.873], [-1.374, 1.452, -4.382], [-2.591, 3.738, -3.122], [-1.736, 2.702, -1.180], [-4.436, 3.238, -3.057], [-4.674, 1.807, -3.562], [-5.027, 3.276, -1.637], [-5.241, 4.205, -3.948], [-2.217, 5.577, -2.770], [-3.090, 6.098, -1.619], [-0.749, 5.837, -2.383], [-2.518, 6.415, -4.030], [0.394, 3.052, -5.399], [0.393, 3.460, -3.681], [-0.178, 4.628, -4.885], [-1.657, 2.878, -6.689], [-2.430, 4.318, -6.049], [-3.249, 2.767, -5.957], [-0.858, 1.081, -5.273], [-2.303, 0.898, -4.287], [-0.749, 1.223, -3.518], [-4.143, 1.072, -2.952], [-4.399, 1.657, -4.602], [-5.742, 1.586, -3.478], [-4.621, 2.477, -1.016], [-6.106, 3.119, -1.714], [-4.871, 4.216, -1.116], [-4.866, 4.257, -4.970], [-5.265, 5.216, -3.546], [-6.274, 3.854, -4.000], [-2.911, 5.558, -0.687], [-4.153, 6.054, -1.844], [-2.844, 7.149, -1.447], [-0.367, 5.115, -1.660], [-0.689, 6.829, -1.927], [-0.081, 5.841, -3.240], [-3.567, 6.400, -4.317], [-1.928, 6.098, -4.889], [-2.252, 7.456, -3.828], [1.309, 3.622, 0.323], [0.321, 3.015, 1.247], [-0.065, 1.821, 1.150], [-0.223, 3.833, 2.327], [-1.556, 3.696, 2.708], [-2.075, 4.509, 3.699], [-1.255, 5.440, 4.327], [0.074, 5.582, 3.950], [0.588, 4.798, 2.933], [1.273, 3.131, -0.645], [2.310, 3.494, 0.748], [1.117, 4.688, 0.219], [-2.189, 3.002, 2.177], [-3.115, 4.427, 3.979], [-1.660, 6.070, 5.107], [0.703, 6.313, 4.438], [1.621, 4.916, 2.635]]}


{"formula": "C41H67N3O2P2Si6Sn", "method": "wB97M-V/def2-TZVPD", "e_lumo_ev": 4.24, "e_above_lowest_kcal_mol": 24.3, "homo_lumo_gap_ev": 5.582, "homo_energy_ha": -0.04942, "total_charge": -2, "symbols": ["Sn", "C", "Si", "C", "C", "N", "P", "C", "P", "N", "Si", "C", "C", "C", "C", "C", "C", "C", "C", "C", "C", "C", "C", "C", "C", "C", "C", "C", "C", "C", "C", "C", "C", "C", "C", "C", "C", "C", "H", "H", "H", "H", "H", "H", "H", "H", "H", "H", "H", "H", "H", "H", "H", "H", "H", "H", "H", "H", "H", "H", "H", "H", "H", "H", "H", "H", "H", "H", "H", "H", "H", "H", "H", "H", "H", "H", "O", "H", "H", "O", "C", "N", "C", "Si", "C", "C", "Si", "Si", "C", "C", "C", "Si", "C", "C", "C", "H", "H", "H", "H", "H", "H", "H", "H", "H", "H", "H", "H", "H", "H", "H", "H", "H", "H", "H", "H", "H", "H", "H", "H", "H", "H", "H"], "coordinates": [[0.757, 0.314, -1.185], [-0.172, -1.136, 5.890], [0.394, -1.495, 4.092], [2.283, -1.732, 4.270], [-0.409, -3.176, 3.710], [0.056, -0.469, 2.784], [-0.109, 1.140, 2.708], [-0.119, 1.959, 1.222], [-1.485, 2.083, 0.226], [-1.710, 0.901, -0.885], [-2.883, 0.836, -2.136], [-3.215, -1.016, -2.393], [-4.632, 1.589, -1.906], [-2.260, 1.645, -3.730], [-1.164, 3.625, -0.735], [-2.166, 4.358, -1.367], [-1.855, 5.458, -2.152], [-0.534, 5.844, -2.322], [0.475, 5.115, -1.707], [0.159, 4.013, -0.929], [-3.106, 2.462, 0.976], [-4.023, 1.433, 1.165], [-5.234, 1.676, 1.791], [-5.523, 2.940, 2.278], [-4.586, 3.958, 2.152], [-3.385, 3.720, 1.507], [1.419, 1.818, 3.502], [2.482, 2.148, 2.664], [3.718, 2.512, 3.176], [3.917, 2.551, 4.551], [2.869, 2.226, 5.399], [1.636, 1.862, 4.878], [-1.373, 1.604, 3.954], [-2.431, 0.736, 4.199], [-3.411, 1.063, 5.123], [-3.349, 2.267, 5.806], [-2.319, 3.158, 5.540], [-1.349, 2.836, 4.606], [-0.061, -2.027, 6.513], [0.412, -0.339, 6.351], [-1.219, -0.835, 5.920], [2.542, -2.309, 5.161], [2.692, -2.255, 3.403], [2.787, -0.766, 4.341], [0.213, -4.004, 4.059], [-1.383, -3.266, 4.197], [-0.559, -3.295, 2.640], [-3.997, -1.379, -1.723], [-3.532, -1.233, -3.415], [-2.307, -1.583, -2.189], [-5.186, 1.092, -1.111], [-4.603, 2.651, -1.664], [-5.205, 1.483, -2.830], [-1.372, 1.128, -4.088], [-3.013, 1.630, -4.522], [-1.974, 2.683, -3.551], [-3.200, 4.062, -1.247], [-2.648, 6.013, -2.642], [-0.293, 6.699, -2.943], [1.509, 5.413, -1.836], [0.941, 3.444, -0.438], [-3.772, 0.448, 0.788], [-5.963, 0.882, 1.908], [-6.474, 3.135, 2.760], [-4.804, 4.939, 2.556], [-2.656, 4.514, 1.399], [2.314, 2.117, 1.593], [4.532, 2.763, 2.506], [4.889, 2.817, 4.953], [3.015, 2.245, 6.474], [0.823, 1.600, 5.544], [-2.447, -0.211, 3.671], [-4.228, 0.379, 5.324], [-4.102, 2.511, 6.547], [-2.273, 4.100, 6.077], [-0.544, 3.527, 4.387], [2.003, -0.895, 0.953], [1.216, -0.838, 1.567], [2.757, -0.719, 1.525], [1.341, 2.356, -5.133], [1.136, 1.585, -4.244], [0.955, 0.790, -3.378], [0.679, -4.214, -5.288], [-0.318, -3.080, -4.095], [-1.891, -4.130, -3.748], [-0.887, -1.697, -5.279], [0.709, -2.259, -2.051], [0.666, -4.341, -0.788], [1.794, -4.295, 0.751], [-1.022, -4.912, -0.083], [1.267, -5.900, -1.741], [3.089, -2.409, -2.711], [4.293, -2.045, -1.268], [3.891, -3.968, -3.517], [3.546, -1.041, -3.957], [0.069, -4.592, -6.110], [1.097, -5.072, -4.759], [1.514, -3.660, -5.722], [-2.561, -4.178, -4.609], [-2.455, -3.708, -2.916], [-1.621, -5.151, -3.470], [-1.214, -2.067, -6.254], [-0.065, -0.999, -5.443], [-1.705, -1.122, -4.843], [1.331, -3.704, 1.540], [2.739, -3.812, 0.505], [2.018, -5.284, 1.157], [-1.514, -4.081, 0.424], [-0.913, -5.721, 0.641], [-1.693, -5.253, -0.873], [2.160, -5.657, -2.316], [0.511, -6.243, -2.450], [1.512, -6.735, -1.082], [4.263, -2.819, -0.500], [4.004, -1.107, -0.791], [5.331, -1.948, -1.595], [3.979, -4.791, -2.806], [4.892, -3.755, -3.897], [3.290, -4.323, -4.354], [3.375, -0.067, -3.500], [2.907, -1.085, -4.841], [4.585, -1.076, -4.294]]}


{"formula": "C41H69F9N2O9", "method": "wB97M-V/def2-TZVPD", "smiles": "CC(C)CC[C@@H](C#N)[C@](C#N)(CCC(F)(F)C(F)(F)C(F)(F)C(F)(F)F)C[C@H](C)OCc1ccccc1.COCCOC.COCCOC.COCCOC.COCCOC", "e_lumo_ev": 0.26, "homo_lumo_gap_ev": 9.189, "homo_energy_ha": -0.32806, "total_charge": 0, "symbols": ["C", "C", "C", "C", "C", "C", "C", "N", "C", "C", "N", "C", "C", "C", "F", "F", "C", "F", "F", "C", "F", "F", "C", "F", "F", "F", "C", "C", "C", "O", "C", "C", "C", "C", "C", "C", "C", "H", "H", "H", "H", "H", "H", "H", "H", "H", "H", "H", "H", "H", "H", "H", "H", "H", "H", "H", "H", "H", "H", "H", "H", "H", "H", "H", "H", "H", "C", "O", "C", "C", "O", "C", "H", "H", "H", "H", "H", "H", "H", "H", "H", "H", "C", "O", "C", "C", "O", "C", "H", "H", "H", "H", "H", "H", "H", "H", "H", "H", "C", "O", "C", "C", "O", "C", "H", "H", "H", "H", "H", "H", "H", "H", "H", "H", "C", "O", "C", "C", "O", "C", "H", "H", "H", "H", "H", "H", "H", "H", "H", "H"], "coordinates": [[-0.243, 0.623, 1.354], [0.667, -0.604, 1.555], [2.132, -0.311, 1.156], [0.114, -1.927, 0.946], [-0.718, -1.797, -0.341], [-0.002, -1.075, -1.489], [1.338, -1.709, -1.586], [2.347, -2.307, -1.662], [-0.679, -1.249, -2.898], [-0.318, -2.625, -3.340], [-0.076, -3.710, -3.717], [-0.098, -0.303, -3.978], [0.132, 1.150, -3.517], [1.595, 1.574, -3.571], [1.920, 1.768, -4.865], [2.409, 0.593, -3.146], [1.902, 2.827, -2.722], [1.781, 2.490, -1.430], [3.195, 3.110, -2.923], [1.087, 4.113, -3.092], [1.959, 5.129, -3.135], [0.514, 4.056, -4.288], [0.051, 4.544, -2.015], [0.620, 4.859, -0.878], [-0.519, 5.661, -2.482], [-0.923, 3.657, -1.862], [-2.230, -1.271, -2.878], [-2.924, 0.093, -2.692], [-2.726, 0.768, -1.336], [-4.303, -0.001, -3.034], [-5.060, -0.841, -2.168], [-6.185, -0.029, -1.535], [-6.150, 1.334, -1.528], [-7.105, 2.088, -0.937], [-8.176, 1.451, -0.318], [-8.232, 0.103, -0.372], [-7.254, -0.633, -0.964], [-0.197, 1.264, 2.237], [0.072, 1.254, 0.518], [-1.286, 0.328, 1.243], [0.702, -0.765, 2.636], [2.193, 0.169, 0.177], [2.620, -1.281, 1.045], [2.660, 0.244, 1.928], [-0.514, -2.375, 1.720], [0.947, -2.620, 0.818], [-1.680, -1.366, -0.078], [-0.921, -2.820, -0.679], [0.190, -0.039, -1.222], [-0.802, -0.293, -4.811], [0.834, -0.713, -4.361], [-0.295, 1.401, -2.549], [-0.367, 1.799, -4.238], [-2.618, -2.028, -2.198], [-2.515, -1.609, -3.879], [-2.502, 0.762, -3.448], [-3.263, 1.717, -1.326], [-1.692, 0.999, -1.095], [-3.159, 0.176, -0.528], [-4.469, -1.292, -1.372], [-5.519, -1.608, -2.796], [-5.346, 1.873, -2.004], [-6.991, 3.161, -0.947], [-8.919, 2.060, 0.173], [-9.078, -0.398, 0.080], [-7.327, -1.714, -0.988], [5.711, 0.315, -1.390], [6.353, -0.580, -0.498], [6.173, -1.943, -0.860], [7.387, -2.499, -1.575], [7.593, -1.870, -2.832], [8.596, -0.868, -2.792], [6.115, 1.311, -1.213], [5.887, 0.046, -2.433], [4.632, 0.331, -1.197], [5.273, -2.064, -1.470], [6.027, -2.504, 0.068], [7.219, -3.562, -1.773], [8.280, -2.410, -0.948], [9.587, -1.335, -2.784], [8.494, -0.221, -1.919], [8.501, -0.259, -3.690], [-6.374, 4.001, 5.114], [-6.241, 2.589, 5.151], [-7.239, 1.922, 4.390], [-6.717, 1.484, 3.038], [-6.394, 2.593, 2.214], [-5.003, 2.861, 2.198], [-5.442, 4.435, 5.475], [-6.561, 4.365, 4.102], [-7.190, 4.320, 5.772], [-8.126, 2.553, 4.277], [-7.531, 1.032, 4.957], [-7.503, 0.922, 2.524], [-5.853, 0.822, 3.153], [-4.489, 2.137, 1.554], [-4.569, 2.827, 3.200], [-4.857, 3.860, 1.788], [-5.545, -0.998, 8.699], [-5.184, 0.355, 8.906], [-5.799, 1.242, 7.979], [-6.999, 1.938, 8.583], [-8.048, 1.024, 8.874], [-8.100, 0.659, 10.242], [-5.267, -1.560, 9.589], [-6.619, -1.113, 8.534], [-5.000, -1.407, 7.840], [-6.077, 0.716, 7.064], [-5.053, 1.997, 7.717], [-7.391, 2.653, 7.852], [-6.712, 2.497, 9.479], [-8.550, 1.466, 10.830], [-7.110, 0.429, 10.640], [-8.727, -0.228, 10.329], [13.107, -2.209, -4.980], [11.951, -2.545, -4.234], [10.924, -3.122, -5.029], [10.896, -4.630, -4.899], [12.070, -5.227, -5.432], [13.015, -5.577, -4.436], [13.922, -2.040, -4.277], [13.397, -3.008, -5.665], [12.935, -1.288, -5.547], [11.031, -2.825, -6.077], [9.973, -2.722, -4.662], [10.051, -5.015, -5.476], [10.752, -4.924, -3.855], [12.701, -6.493, -3.925], [13.147, -4.780, -3.701], [13.969, -5.760, -4.928]]}